# 1
The following is a quantum chemistry calculation of a structure of composition C27H33N6Ru, from OMol25.

```
67
Properties=species:S:1:pos:R:3:forces:R:3:nbo_charge:R:1
Ru -0.0579 0.2285 1.9179 -0.197 0.055 -0.032 0.69
C 4.0150 -0.3378 2.8816 -0.011 -0.016 0.010 -0.70
C 2.6638 0.0201 2.3564 -0.018 -0.019 -0.009 0.31
N 1.5840 0.0809 3.0528 0.032 0.093 0.060 -0.38
C 1.4062 -0.3451 4.4334 0.010 0.008 -0.003 -0.25
C 0.2337 -1.3316 4.4261 -0.001 -0.003 -0.007 -0.23
N -0.9246 -0.8671 3.5951 0.037 0.012 0.045 -0.57
C -1.9013 -0.0144 4.3194 -0.018 0.016 0.004 -0.25
C -1.5493 1.4441 4.1299 -0.028 -0.015 0.063 -0.24
N -1.3092 1.7065 2.6887 0.206 -0.130 -0.021 -0.48
C -2.5608 1.8075 1.8689 -0.107 0.016 -0.043 -0.24
C -2.8127 0.5415 1.0577 0.004 0.015 0.023 -0.25
N -1.5215 0.1977 0.4720 0.060 -0.127 -0.204 -0.47
C -1.3638 -0.0316 -0.7959 -0.020 -0.068 0.246 0.39
C -2.5553 -0.2377 -1.6844 0.055 0.099 -0.081 -0.70
C 0.9594 1.1539 -0.7973 -0.025 -0.015 -0.024 0.07
C 2.1531 1.1199 -1.7665 -0.016 -0.039 0.000 -0.27
C 3.2001 0.1319 -1.3852 0.000 0.013 0.063 -0.02
C 3.4065 -0.1448 -0.0957 -0.016 0.028 -0.087 -0.32
C 2.4520 0.3275 0.8970 -0.065 -0.086 0.046 0.24
N 1.3020 0.8632 0.5896 -0.005 0.116 -0.048 -0.39
H 4.1500 0.0447 3.8917 -0.005 -0.013 0.000 0.26
H 4.7982 0.0804 2.2539 0.009 0.016 0.006 0.26
H 4.1485 -1.4226 2.9083 0.015 0.004 -0.020 0.26
H 1.1882 0.5358 5.0389 0.001 -0.009 -0.002 0.23
H 2.2858 -0.8337 4.8528 -0.001 0.008 0.004 0.23
H -0.0863 -1.5454 5.4477 -0.002 -0.008 -0.003 0.23
H 0.5758 -2.2675 3.9825 0.000 0.004 0.000 0.22
H -1.4131 -1.7111 3.3150 -0.022 0.004 -0.021 0.41
H -1.9416 -0.2625 5.3820 0.027 -0.011 -0.003 0.23
H -2.8902 -0.2181 3.9083 0.004 0.014 -0.004 0.22
H -0.6344 1.7016 4.6621 0.006 -0.007 -0.015 0.22
H -2.3463 2.0823 4.5177 0.000 0.021 -0.035 0.23
H -0.8324 2.6001 2.6276 -0.005 0.007 -0.011 0.42
H -2.4268 2.6365 1.1745 0.028 0.006 0.002 0.23
H -3.4120 2.0473 2.5085 0.024 -0.005 0.022 0.23
H -3.5887 0.7503 0.3221 0.020 0.005 0.015 0.23
H -3.1621 -0.2827 1.6835 0.012 0.007 0.010 0.21
H -3.3785 -0.7168 -1.1596 0.026 -0.011 -0.010 0.24
H -2.3051 -0.8319 -2.5549 0.037 -0.017 -0.043 0.27
H -2.8909 0.7365 -2.0545 -0.018 -0.011 -0.004 0.26
H 2.6450 2.0983 -1.7900 0.004 -0.001 -0.001 0.26
H 3.8569 -0.2642 -2.1515 0.005 0.001 0.006 0.24
H 4.2246 -0.7707 0.2302 0.005 0.005 -0.008 0.25
N -0.3211 -2.9276 -2.1100 -0.116 0.001 0.026 -0.82
C -0.4938 -2.3926 -3.3683 -0.005 0.008 -0.043 0.30
C -0.9250 -3.2363 -4.3996 0.002 0.014 -0.018 -0.28
C -1.0489 -2.7786 -5.6922 -0.006 -0.009 0.007 -0.13
C -0.7203 -1.4618 -6.0167 0.006 0.001 0.008 -0.24
C -0.2732 -0.6288 -5.0203 -0.010 -0.001 -0.019 -0.14
C -0.1810 -1.0516 -3.6812 -0.022 -0.002 0.029 -0.25
C 0.3250 -0.1195 -2.6853 -0.006 -0.004 -0.011 0.21
C 1.3933 0.9043 -3.0790 0.021 0.008 0.005 -0.31
C 0.6570 2.1980 -3.3557 0.000 -0.009 0.030 -0.10
C 0.1575 2.9338 -2.2916 0.003 0.006 -0.017 -0.28
C 0.2928 2.4912 -0.9865 0.005 -0.019 0.020 -0.15
C -0.0164 0.0909 -1.3820 -0.004 0.018 0.074 -0.22
H -0.7515 -3.8171 -1.9266 0.042 -0.030 -0.006 0.40
H -0.2316 -2.3177 -1.3218 0.043 0.045 0.036 0.38
H -1.1568 -4.2684 -4.1666 0.003 -0.001 -0.003 0.22
H -1.3941 -3.4550 -6.4628 0.000 0.000 0.001 0.24
H -0.8076 -1.1062 -7.0330 0.002 0.000 0.000 0.24
H -0.0152 0.3934 -5.2655 0.001 0.003 0.002 0.21
H 2.0134 0.5871 -3.9153 -0.004 0.007 0.000 0.25
H 0.5324 2.5389 -4.3736 -0.001 0.001 0.000 0.23
H -0.3466 3.8714 -2.4874 0.000 -0.001 0.001 0.25
H -0.0726 3.0526 -0.1371 0.001 0.007 -0.008 0.21
```
Forces are in eV/Å.

Values from the calculation:
orbital gap (alpha / beta) = 5.802 / 5.960 eV
ΔE to the lowest compared entry with this formula, charge and spin = 0.0 kJ/mol
total charge = +2
expectation value of S² = 0.78
LUMO (alpha / beta) = -6.72 / -6.72 eV
HOMO energy (alpha / beta) = -12.5 / -12.7 eV
2S+1 = 2

---

# 2
The following is a quantum chemistry calculation of an isolated molecule of C6H9NO in a non-equilibrium geometry, from OMol25.

```
17
Properties=species:S:1:pos:R:3:forces:R:3:nbo_charge:R:1
C -0.4688 1.6766 -1.8008 0.402 -0.123 0.184 -0.64
C -0.6234 1.0369 0.6800 0.639 0.221 -1.064 -0.65
C 0.0229 0.7454 -0.7124 -2.100 0.464 0.860 0.38
C 0.4446 -1.8013 0.9275 -0.267 -0.487 -1.368 0.06
C -0.0447 -1.6526 -0.2948 0.711 -0.556 2.347 -0.15
C 1.0813 -2.1194 2.0082 0.239 0.133 0.431 -0.46
N 0.2312 -0.6111 -1.1549 0.720 1.828 -1.140 -0.17
O 1.3392 0.4015 -0.7128 0.169 -1.482 -0.023 -0.38
H -0.7240 -2.3786 -0.7143 -0.171 -0.030 -0.056 0.24
H -0.1323 2.6897 -1.5866 -0.082 0.111 -0.002 0.22
H -0.0605 1.3646 -2.7568 0.071 -0.048 -0.064 0.23
H -1.5539 1.6542 -1.8560 -0.104 0.053 0.052 0.22
H -1.7130 0.9591 0.6297 0.166 -0.055 0.017 0.22
H -0.3529 2.0685 0.8988 -0.159 0.174 0.054 0.22
H -0.2176 0.4398 1.4906 -0.069 -0.174 -0.186 0.23
H 0.8087 -1.7225 2.9784 -0.180 -0.103 0.043 0.22
H 1.9631 -2.7507 1.9762 0.015 0.072 -0.086 0.22
```
Forces are in eV/Å.

Values from the calculation:
orbital gap = 9.966 eV
ΔE to the lowest compared entry with this formula, charge and spin = 433.3 kJ/mol
LUMO = 0.92 eV
HOMO energy = -9.1 eV

---

# 3
The following is a quantum chemistry calculation of a cluster of 2 separate species, C5H14NOS2 in total in a non-equilibrium geometry, from OMol25.

```
23
Properties=species:S:1:pos:R:3:forces:R:3:nbo_charge:R:1
C -0.0870 2.2075 1.4885 4.103 1.565 -3.350 -0.43
C 0.4704 2.2061 0.0078 0.268 -0.143 -0.606 -0.49
S -0.7247 1.8891 -1.4584 0.587 0.301 1.173 -0.74
C -0.0869 0.7805 1.8860 -0.123 -0.304 4.387 -0.21
N -0.5901 -0.2932 1.0743 1.021 -0.209 1.004 -0.66
C 0.3926 -1.2023 0.4904 0.348 1.189 0.156 -0.23
C -0.3583 -2.4558 0.1717 0.772 1.368 -3.338 -0.45
S 0.7338 -3.3041 -1.1611 -1.088 -0.480 1.001 -0.17
H 0.6330 2.9896 2.0909 -1.785 -2.337 -0.867 0.19
H -1.0227 2.6456 1.3668 -1.923 0.620 0.458 0.21
H 1.0956 3.0893 -0.1041 -0.359 0.471 -0.597 0.17
H 1.2104 1.4059 -0.0858 -0.031 -0.131 0.238 0.17
H 0.9176 0.3823 2.2126 -0.785 1.038 -0.026 0.18
H -0.7132 0.9880 2.8427 0.642 -1.774 -0.574 0.15
H -1.2085 0.0305 0.3910 -1.055 0.734 -1.499 0.39
H 0.9790 -0.8706 -0.4033 -0.862 0.334 0.382 0.19
H 1.1734 -1.3823 1.2210 0.113 -0.189 0.398 0.18
H -0.4106 -3.0672 1.0064 -0.419 -1.426 1.336 0.20
H -1.3455 -2.0679 -0.1858 0.680 -1.218 -0.040 0.22
H 0.4610 -2.4965 -2.1901 -0.169 0.335 -0.034 0.17
H -1.1475 -0.7428 -3.8041 1.113 -0.790 -0.740 0.45
H -0.2211 0.0355 -3.0424 1.331 -2.095 -2.048 0.50
O -0.1509 -0.7671 -3.8150 -2.379 3.140 3.187 -1.01
```
Forces are in eV/Å.

Values from the calculation:
orbital gap = 6.529 eV
total charge = -1
LUMO = 3.25 eV
HOMO energy = -3.3 eV

---

# 4
The following is a quantum chemistry calculation of the ion C4H7N3 with charge +2 in a non-equilibrium geometry, from OMol25.

```
14
Properties=species:S:1:pos:R:3:forces:R:3:nbo_charge:R:1
C 0.3058 1.9509 -0.4723 0.306 -0.248 0.844 0.48
C 0.9145 -0.1419 -1.5649 -0.315 1.996 0.199 0.32
C 0.0227 2.8525 0.3986 -0.774 1.904 0.317 -0.29
C -0.8273 -1.7808 1.0354 2.027 -3.133 2.275 -0.54
N 0.7285 0.9990 -1.0698 0.072 0.114 -1.310 -0.26
N -0.5256 -0.9516 0.0627 0.006 3.962 -2.516 0.10
N 0.3499 -1.1487 -0.8178 -0.114 -4.563 1.221 -0.23
H 1.4855 -0.2801 -2.4660 0.103 -0.530 -0.272 0.30
H -0.4418 2.5961 1.3634 0.155 -0.050 -0.455 0.32
H 0.0866 3.9337 0.1472 0.259 -0.681 0.210 0.33
H -1.8072 -2.0817 1.3588 -1.603 -0.128 -0.998 0.39
H -0.1556 -2.6851 0.9984 -0.757 0.588 0.905 0.25
H -0.8734 -1.1237 1.9774 0.963 -0.455 -0.559 0.38
H 0.7374 -2.1387 -0.9510 -0.327 1.225 0.140 0.45
```
Forces are in eV/Å.

Values from the calculation:
orbital gap (alpha / beta) = 7.930 / 7.929 eV
ΔE to the lowest compared entry with this formula, charge and spin = 299.9 kJ/mol
total charge = +2
LUMO (alpha / beta) = -11.87 / -11.87 eV
HOMO energy (alpha / beta) = -19.8 / -19.8 eV

---

Which formula does entry 2 have? C6H9NO

---

Number 4 is which compound? C4H7N3